## one
Density functional theory data (wB97M-V/def2-TZVPD) for one molecule with the formula C5H12N2O.

Each line ends with the natural charge from an NBO analysis.
CARTESIAN COORDINATES (ANGSTROEM)
1 O -1.1513 1.9531 -0.0438  -0.5762
2 N 0.9518 0.8011 1.1742  -0.6233
3 N -0.5673 0.7956 -1.9229  -0.6461
4 C -1.1382 -0.4279 -2.4571  -0.4140
5 C -0.6566 0.9798 -0.5513  0.7030
6 C 0.1686 -0.0399 0.3046  -0.1379
7 C 2.1891 0.2263 1.6902  -0.4221
8 C -0.8279 -0.9138 1.0961  -0.6349
9 H -1.3218 -1.6730 0.4838  0.2049
10 H -0.4159 -1.4042 1.9803  0.2120
11 H -0.7787 1.6196 -2.4660  0.3867
12 H -1.6311 -0.2776 1.4819  0.2172
13 H -0.7402 -1.2569 -1.8712  0.1985
14 H -2.2315 -0.4822 -2.4896  0.1829
15 H -0.8922 -0.5950 -3.5098  0.2050
16 H 2.7048 -0.4584 1.0034  0.1929
17 H 2.9861 0.9667 1.7392  0.1996
18 H 0.8051 -0.6991 -0.2765  0.2060
19 H 2.0553 -0.2893 2.6497  0.1733
20 H 0.4922 1.1749 1.9849  0.3726

Summary:
Net charge: 0
HOMO-LUMO gap in eV: 9.51
LUMO level in eV: 0.9
HOMO in eV: -8.5766
Multiplicity: 1


## two
Density functional theory data (wB97M-V/def2-TZVPD) for one molecule with the formula C5H12N2O.

Each line ends with the natural charge from an NBO analysis.
CARTESIAN COORDINATES (ANGSTROEM)
1 O 0.4872 -1.8938 1.7986  -0.6047
2 N 0.2861 0.9839 0.7530  -0.5432
3 N -0.9563 1.6412 0.4677  -0.6865
4 C 1.1522 0.2258 -0.3686  -0.0235
5 C -1.7020 -1.4336 0.9885  -0.7265
6 C 1.3230 1.0545 -1.6268  -0.6278
7 C -0.1964 -1.3113 0.9575  0.6325
8 C 0.4368 -1.0732 -0.5516  -0.5166
9 H -2.1700 -1.4108 0.0029  0.2151
10 H 2.0208 0.5519 -2.3055  0.2251
11 H -0.9983 1.9928 -0.4905  0.3530
12 H 1.7223 2.0465 -1.3917  0.2219
13 H 0.3834 1.1746 -2.1733  0.2010
14 H -2.1169 -0.6233 1.5906  0.2455
15 H -0.3944 -1.0458 -1.2588  0.2024
16 H 0.5272 0.8303 1.7326  0.3972
17 H -1.0762 2.4677 1.0576  0.3550
18 H 2.1217 0.0883 0.1183  0.2186
19 H -1.9714 -2.3727 1.4763  0.2363
20 H 1.1213 -1.8929 -0.7766  0.2252

Summary:
Net charge: 0
HOMO-LUMO gap in eV: 8.48
LUMO level in eV: 0.9
HOMO in eV: -7.5625
Multiplicity: 1


Least stable of them? two.